(1)
DFT (wB97M-V/def2-TZVPD) results for 4 unconnected molecules or ions with the total composition C25H48FN4O9S2.

Each line ends with the Löwdin charge.
Cartesian coordinates (Å):
C1 3.752937 -3.011179 -0.111719  -0.119
C2 4.204166 -1.557663 -0.804009  -0.216
N1 3.477573 -0.491338 0.042051  -0.263
C3 4.467951 0.333083 0.835546  -0.277
C4 5.038314 -0.682450 2.036022  -0.105
C5 2.699814 0.327495 -0.964262  -0.926
S1 3.426948 1.680758 -1.692670  0.729
S2 0.936731 -0.293185 -1.354379  0.794
C6 0.847432 -0.272545 -3.226025  -0.457
C7 0.546185 -1.728281 -3.922621  -0.203
C8 0.498077 -2.997166 -2.885608  -0.171
N2 -0.762543 -3.103918 -2.056995  0.013
C9 -0.938463 -3.875922 -0.732950  -0.063
C10 0.145694 -4.760448 0.126522  -0.028
N3 -2.351753 -3.792694 -0.134131  0.116
C11 -3.209869 -2.965894 -1.067996  -0.035
C12 -4.785067 -2.513789 -1.020931  -0.138
C13 -5.159340 -2.003171 0.513406  -0.209
C14 -6.578385 -1.136726 0.414750  -0.195
C15 -6.352847 0.485669 0.484175  -0.273
N4 -5.130202 0.824836 -0.350658  -0.051
C16 -2.163835 -2.575568 -2.268235  0.003
F1 -2.643964 -1.763852 -3.409899  -0.019
H1 4.375532 -3.169467 0.891635  0.079
H2 3.837952 -3.908544 -0.859384  0.078
H3 2.633046 -2.825667 0.257578  0.064
H4 5.378329 -1.394031 -0.767467  0.139
H5 3.798599 -1.577654 -1.922334  0.118
H6 3.892457 1.229102 1.323504  0.125
H7 5.412055 0.635436 0.209699  0.110
H8 5.698415 0.000168 2.749260  0.096
H9 4.152020 -1.209904 2.618143  0.086
H10 5.748831 -1.480385 1.519465  0.073
H11 1.887571 0.124846 -3.645898  0.090
H12 -0.029898 0.460785 -3.538867  0.105
H13 1.464827 -1.937139 -4.655979  0.138
H14 -0.392044 -1.617594 -4.618046  0.121
H15 1.446985 -3.022382 -2.171860  0.117
H16 0.595486 -3.977818 -3.559172  0.156
H17 -0.042638 -4.570753 1.284319  0.111
H18 1.256767 -4.467934 -0.145495  0.063
H19 0.039093 -5.931353 -0.069750  0.114
H20 -2.735763 -4.191660 0.750271  0.166
H21 -4.958849 -1.587968 -1.745468  0.130
H22 -5.485769 -3.430761 -1.302110  0.139
H23 -5.273585 -2.925739 1.228832  0.107
H24 -4.295248 -1.327443 0.968625  0.116
H25 -7.090503 -1.360580 -0.637606  0.118
H26 -7.368715 -1.495534 1.223550  0.118
H27 -7.272387 1.017497 -0.050926  0.128
H28 -6.301148 0.933465 1.568201  0.115
H29 -4.265272 0.834923 0.235163  0.063
H30 -5.197944 1.773744 -0.783380  0.075
C17 -4.588185 4.260993 3.781163  -0.048
O1 -3.267306 4.706133 3.478716  -0.003
C18 -2.470969 3.756454 2.926360  -0.558
O2 -2.792313 2.603876 2.682808  0.091
O3 -1.254897 4.311209 2.692093  -0.002
C19 -0.306520 3.420805 2.107357  -0.047
H31 -5.136090 5.100622 4.217783  0.098
H32 -5.107925 3.947314 2.870141  0.094
H33 -4.563353 3.447935 4.513901  0.099
H34 -0.655056 3.073371 1.129375  0.097
H35 -0.110488 2.574068 2.773069  0.084
H36 0.628518 3.969303 1.964187  0.099
C20 2.517398 3.289102 -4.480635  -0.090
O4 1.381425 3.048993 -5.309043  -0.025
C21 1.437585 3.653710 -6.522428  -0.561
O5 2.349216 4.354737 -6.932923  0.115
O6 0.303515 3.343562 -7.200040  -0.016
C22 0.224033 3.915691 -8.504074  -0.050
H37 2.365462 2.758462 -3.536627  -0.033
H38 3.426902 2.901523 -4.950816  0.103
H39 2.617522 4.357314 -4.262731  0.106
H40 1.041927 3.553275 -9.135216  0.100
H41 0.232538 5.008967 -8.447147  0.101
H42 -0.722109 3.602133 -8.953674  0.094
C23 1.529922 0.114642 4.490079  -0.057
O7 2.735730 0.204856 5.246540  -0.018
C24 2.624339 -0.226837 6.528091  -0.559
O8 1.612210 -0.665430 7.051777  0.110
O9 3.834189 -0.085794 7.126286  -0.010
C25 3.867126 -0.503905 8.489463  -0.048
H43 1.734731 0.485988 3.482126  0.081
H44 1.199588 -0.926226 4.412892  0.097
H45 0.747749 0.738630 4.934410  0.098
H46 3.630133 -1.569554 8.572299  0.099
H47 3.178365 0.095246 9.093773  0.101
H48 4.881334 -0.346875 8.866780  0.097

Forces on atoms 1 to 6 (eV/Å):
-0.05 1.01 0.60
-0.71 -1.95 0.32
-0.20 1.55 -2.63
0.58 -1.04 1.48
0.29 0.84 -0.54
1.74 0.76 -0.12

Output
Total charge = +1
Highest occupied orbital energy = -11.04 eV
Frontier orbital gap = 7.395 eV
DFT total energy = -2773.16370 Ha


(2)
DFT (wB97M-V/def2-TZVPD) results for 8 unconnected molecules or ions with the total composition C25H48N7O9.

Each line ends with the Löwdin charge.
Cartesian coordinates (Å):
N1 -2.537770 -1.211611 0.848940  0.040
H1 -3.131451 -1.802933 0.291292  0.001
H2 -2.454110 -0.336977 0.327410  -0.002
H3 0.005008 2.135471 -1.218306  0.102
H4 -3.011991 -0.924731 1.696916  0.008
C1 -2.879232 3.912248 -0.754639  0.018
C2 -2.939607 5.242388 -1.357694  -0.321
C3 -1.840385 5.618453 -2.343024  -0.357
O1 -2.044499 6.488451 -3.183947  0.056
C4 -0.592502 4.882654 -2.393202  0.031
C5 -0.600312 3.728044 -1.680014  -0.294
C6 -1.789085 3.132474 -1.001862  -0.382
O2 -1.610477 1.876285 -0.696535  -0.101
O3 0.493119 2.969550 -1.595101  0.035
O4 -3.807223 6.070182 -0.941033  0.004
H5 -3.782573 3.696295 -0.267516  0.097
H6 0.177249 5.330254 -3.103444  0.146
C7 2.267496 5.133771 0.996717  -0.079
C8 1.266029 6.360983 1.059420  -0.196
C9 -0.235344 5.884901 1.394999  -0.168
C10 -0.433614 5.717196 2.827316  -0.247
N2 -0.302136 5.502690 3.951129  0.130
H7 2.138453 4.469486 1.784098  0.029
H8 3.302324 5.492642 0.970418  0.066
H9 2.018013 4.582983 0.041576  0.079
H10 1.269906 6.854528 0.124195  0.071
H11 1.539998 7.139627 1.816465  0.107
H12 -0.395635 4.892689 0.951598  0.097
H13 -1.039313 6.474514 0.918527  0.118
C11 1.162965 -2.883030 0.640266  -0.346
O5 1.946723 -3.843875 0.848253  -0.060
N3 1.351268 -1.998463 -0.349200  -0.152
C12 0.731128 -0.666109 -0.369784  -0.055
C13 2.592616 -2.013169 -1.132867  -0.044
H14 0.177316 -2.743658 1.189164  0.143
H15 0.270433 -0.489505 -1.292613  0.034
H16 1.477200 0.094506 -0.120051  0.098
H17 -0.095057 -0.633161 0.363958  0.068
H18 2.450200 -1.290375 -1.943098  0.089
H19 3.441636 -1.686797 -0.582728  0.070
H20 2.905947 -2.991418 -1.545576  0.093
C14 2.857356 -2.412877 3.391750  -0.330
O6 2.909093 -1.540072 2.547140  0.006
N4 3.777644 -3.408522 3.540336  -0.204
C15 4.784767 -3.594538 2.548565  -0.046
C16 3.463575 -4.441009 4.457630  -0.094
H21 2.069446 -2.406980 4.214043  0.129
H22 5.481208 -2.691918 2.587498  0.117
H23 4.315482 -3.511815 1.604166  0.053
H24 5.261377 -4.560659 2.686363  0.091
H25 2.645016 -4.104344 5.114760  0.081
H26 3.112413 -5.423548 4.165977  0.086
H27 4.331725 -4.517760 5.179224  0.105
C17 -2.954670 -5.455083 -2.715815  -0.400
O7 -3.464398 -6.515576 -2.854407  0.020
N5 -1.862398 -5.225775 -1.943938  -0.204
C18 -1.167970 -3.959223 -1.942254  -0.081
C19 -1.287461 -6.397144 -1.240479  -0.027
H28 -3.323022 -4.454724 -3.244172  0.156
H29 -0.081965 -4.163930 -2.376211  0.132
H30 -1.119922 -3.447873 -0.971936  0.067
H31 -1.658721 -3.246598 -2.661725  0.062
H32 -1.924042 -6.546448 -0.423287  0.065
H33 -1.259519 -7.320425 -1.887282  0.104
H34 -0.289047 -6.132535 -0.914615  0.078
C20 -1.504982 1.235366 3.774569  -0.311
O8 -2.575101 0.783597 4.234381  -0.035
N6 -0.338751 0.567313 3.914475  -0.194
C21 0.801863 1.034844 3.112759  -0.045
C22 -0.279030 -0.680269 4.602745  -0.048
H35 -1.359003 2.123908 3.173711  0.123
H36 1.463205 0.238027 2.718852  0.064
H37 1.484503 1.602694 3.703654  0.074
H38 0.450811 1.561591 2.208836  0.086
H39 -0.909174 -0.594084 5.504757  0.099
H40 -0.748063 -1.412005 3.946250  0.093
H41 0.782149 -0.851081 4.716473  0.062
C23 -1.407747 -0.273361 -3.533782  -0.319
O9 -0.743666 -1.235232 -3.223203  -0.013
N7 -1.605833 0.107258 -4.798909  -0.213
C24 -2.313163 1.276993 -5.165182  -0.063
C25 -1.057008 -0.674514 -5.890074  -0.036
H42 -1.916153 0.355990 -2.796223  0.132
H43 -2.787421 1.710285 -4.283641  0.095
H44 -3.142448 0.932638 -5.813694  0.096
H45 -1.687251 1.975238 -5.693383  0.087
H46 -1.855381 -0.923933 -6.557117  0.074
H47 -0.273942 -0.027892 -6.446574  0.121
H48 -0.557088 -1.521444 -5.441431  0.076

Forces on atoms 1 to 6 (eV/Å):
0.44 0.73 -0.10
-0.35 -0.20 0.09
0.19 -0.10 -0.07
0.88 0.43 -0.09
-0.22 -0.31 0.11
0.56 1.86 -1.83

Output
Total charge = -1
Highest occupied orbital energy = -5.45 eV
Frontier orbital gap = 7.695 eV
DFT total energy = -2041.86274 Ha


- Among the records above, which one has the lowest frontier orbital gap?
  C25H48FN4O9S2


- Which value of highest occupied orbital energy does entry 2 give?
  -5.45 eV


- Which of these has the highest total charge?
  C25H48FN4O9S2


- Which of these has the highest total charge?
  C25H48FN4O9S2